1.
{"formula": "C2H3NO3", "method": "ωB97M-V/def2-TZVPD", "de_lowest_kj_mol": 455.36, "total_energy_ev": -9751.3700, "elements": ["O", "C", "N", "C", "O", "O", "H", "H", "H"], "coordinates": [[2.807054, -0.215927, 0.119836], [1.658343, 0.265593, 0.016687], [0.334018, -0.135579, -0.351961], [-1.615076, -0.478906, 0.026612], [-2.021117, 0.762475, 0.015639], [-1.862486, -1.445884, 0.700895], [1.566674, 1.395611, 0.123085], [0.269384, -1.190798, -0.466960], [-1.136793, 1.043411, -0.183834]], "forces_ev_per_angstrom": [[-4.147, -0.134, -0.617], [0.940, 2.339, 0.488], [-0.117, -4.280, -0.305], [0.626, -1.456, 6.256], [-1.050, -2.037, -0.833], [0.662, 2.827, -4.090], [0.328, -0.873, 0.144], [1.160, 1.456, -0.250], [1.598, 2.158, -0.793]]}

2.
{"formula": "C7H6O2S", "method": "ωB97M-V/def2-TZVPD", "de_lowest_kj_mol": 612.92, "total_energy_ev": -22279.2075, "elements": ["C", "C", "C", "C", "C", "C", "C", "O", "O", "S", "H", "H", "H", "H", "H", "H"], "coordinates": [[-0.686983, 1.750744, 0.063674], [-1.241587, 0.587603, 0.071811], [0.712824, 1.987899, -0.196311], [-0.512440, -0.759388, -0.044868], [1.711269, 1.155410, -0.143436], [0.766679, -0.961061, -0.054826], [-1.462435, -1.886643, 0.031159], [2.925919, -0.516329, 1.374792], [3.248168, -0.555375, -1.161417], [2.459012, -0.347440, 0.043803], [-1.260132, 2.639713, -0.144971], [-2.259431, 0.329775, 0.479585], [0.833480, 3.050079, -0.349516], [-1.446376, -2.387070, 1.026191], [-2.473941, -1.475618, -0.103288], [-1.314023, -2.612306, -0.892386]], "forces_ev_per_angstrom": [[0.306, 1.756, -1.812], [-1.106, -4.444, 1.720], [0.056, 0.791, 0.286], [-1.206, 1.843, 0.665], [-0.050, -1.889, 0.230], [4.036, 1.952, -0.225], [-0.969, -2.151, -1.688], [0.469, -0.456, -0.044], [-1.051, -0.672, 1.974], [-1.966, 1.066, -2.229], [-0.476, 0.156, 0.952], [0.798, 1.092, -1.126], [0.911, 0.154, -0.088], [0.197, 0.037, -0.917], [0.217, -0.346, 0.054], [-0.165, 1.110, 2.247]]}

3.
{"formula": "C16H32Cl2NiO8S4", "method": "ωB97M-V/def2-TZVPD", "de_lowest_kj_mol": 356.07, "spin_multiplicity": 3, "total_energy_ev": -142918.4805, "elements": ["Ni", "Cl", "Cl", "C", "C", "C", "S", "O", "O", "C", "H", "H", "H", "H", "H", "H", "H", "H", "C", "C", "C", "S", "O", "O", "C", "H", "H", "H", "H", "H", "H", "H", "H", "C", "C", "C", "S", "O", "O", "C", "H", "H", "H", "H", "H", "H", "H", "H", "C", "C", "C", "S", "O", "O", "C", "H", "H", "H", "H", "H", "H", "H", "H"], "coordinates": [[28.327630, -21.086620, 27.813880], [30.604190, -21.190430, 26.915460], [25.877870, -20.938980, 28.668140], [27.306080, -25.764600, 30.433900], [28.752310, -26.173660, 30.445050], [29.569880, -25.039280, 29.766630], [28.593200, -24.526940, 28.224230], [28.981170, -25.239510, 26.992540], [28.534650, -23.059460, 28.222920], [27.089500, -25.316910, 28.970770], [27.112340, -24.876530, 31.035480], [26.684000, -26.613530, 30.717520], [28.779310, -27.149120, 29.959420], [29.093130, -26.291170, 31.473710], [30.632270, -25.246340, 29.638020], [29.541330, -24.189950, 30.449200], [26.757840, -26.185870, 28.402430], [26.315510, -24.554500, 29.058910], [32.068110, -19.280830, 31.846030], [32.633450, -20.703960, 31.496000], [31.713540, -21.319370, 30.401110], [30.062110, -20.908450, 30.901850], [29.638640, -21.949490, 31.805830], [29.243950, -20.697180, 29.657900], [30.512350, -19.302430, 31.736910], [32.543290, -18.476910, 31.283880], [32.336500, -18.922560, 32.839860], [32.614080, -21.471620, 32.269570], [33.636690, -20.765960, 31.074370], [31.852280, -22.366050, 30.130350], [31.801940, -20.835490, 29.428410], [29.948990, -19.010470, 32.623180], [30.193210, -18.547480, 31.018370], [29.454240, -21.963660, 22.856650], [28.964180, -23.466990, 22.884230], [28.536620, -23.678330, 24.319620], [27.400560, -22.255980, 24.607240], [27.596420, -21.790040, 25.999630], [26.095430, -22.541280, 24.145880], [28.234490, -21.133250, 23.241150], [29.935990, -21.746030, 21.903420], [30.123650, -21.823410, 23.705370], [29.750100, -24.126830, 22.516760], [28.109700, -23.708790, 22.252160], [29.432500, -23.584080, 24.933310], [28.017530, -24.577150, 24.652430], [28.481940, -20.202200, 23.751060], [27.629270, -20.862350, 22.376040], [26.214900, -16.467040, 28.744370], [25.476240, -17.151640, 27.616660], [26.433280, -17.488600, 26.523270], [28.100030, -17.655320, 27.325680], [29.029220, -16.722890, 26.623760], [28.359300, -19.056540, 27.395950], [27.606830, -17.059420, 28.948980], [25.638390, -16.507630, 29.668540], [26.204580, -15.379290, 28.813470], [24.641210, -16.579490, 27.212330], [24.964640, -18.016450, 28.039130], [26.466150, -16.880080, 25.619540], [26.243720, -18.483600, 26.120580], [28.348750, -16.358430, 29.331430], [27.601870, -17.837360, 29.712440]], "forces_ev_per_angstrom": [[-0.110, 0.091, -0.151], [-0.352, -0.032, 0.064], [1.141, 0.070, -0.272], [0.691, 0.944, -1.050], [0.713, 0.293, 0.276], [-0.316, -0.323, -0.022], [0.729, -0.963, 1.061], [-0.603, 1.083, 1.902], [-0.220, -2.424, 0.315], [-1.445, 0.390, 0.264], [0.033, -0.296, 0.444], [-0.269, 0.321, -0.114], [0.609, 0.059, -0.239], [0.278, -0.098, -0.041], [-0.184, -0.204, -0.669], [-0.300, 0.348, -0.226], [0.243, 0.390, -0.554], [-0.080, 0.089, -0.930], [0.130, -0.606, 0.813], [-0.661, -0.870, -1.075], [0.378, 1.443, -0.580], [-0.802, -0.688, -2.422], [-0.399, 0.509, 0.463], [1.309, 0.474, 3.260], [0.180, 0.454, -1.371], [-0.378, -0.370, -0.874], [-0.031, -0.696, 0.383], [-0.042, 0.628, 0.718], [0.102, 0.670, 0.231], [-0.340, -0.123, 0.691], [0.184, 0.407, -0.097], [0.105, -0.961, 0.239], [0.017, -0.136, -0.325], [-0.988, -1.173, 0.482], [0.092, 0.258, -0.265], [0.188, 0.446, 0.426], [3.127, 1.066, 0.367], [-0.666, -0.197, -2.382], [-1.609, -0.504, -0.171], [0.202, 0.038, 1.003], [-0.197, 0.387, 0.153], [0.617, -0.233, -0.316], [0.157, -0.090, 0.517], [-0.089, 0.591, -0.401], [-0.298, 0.329, 0.468], [-0.143, 0.029, -0.460], [0.154, -0.090, 0.132], [-0.684, -0.586, 0.379], [-0.485, 1.292, 1.803], [-1.152, 0.340, 0.150], [0.986, -1.383, -0.503], [-0.473, 2.920, -2.385], [-1.475, -2.036, 1.862], [0.847, -0.901, 0.046], [0.163, 0.347, 0.610], [-0.066, -1.189, 0.262], [0.643, 0.369, -1.499], [0.162, 0.467, 0.114], [0.500, -0.459, -0.201], [0.268, 0.680, 0.549], [0.058, -0.252, 0.253], [-0.023, 0.306, -0.492], [-0.128, -0.640, -0.614]]}

4.
{"formula": "C2H5IN4P", "method": "ωB97M-V/def2-TZVPD", "total_charge": 1, "spin_multiplicity": 3, "total_energy_ev": -25493.1586, "elements": ["C", "C", "N", "N", "N", "N", "P", "I", "H", "H", "H", "H", "H"], "coordinates": [[1.986713, 1.313527, -0.634451], [-1.144431, -0.223502, 0.028457], [1.862376, 2.028161, -1.519388], [-1.043039, -0.081529, -1.261244], [2.087457, 0.445177, 0.334030], [-2.190508, -0.630025, 0.715785], [1.163977, 0.747436, 1.810421], [3.144321, -1.311309, 0.018747], [-1.846056, -0.293214, -1.912407], [-0.200905, 0.209025, -1.746131], [-2.883953, -1.276684, 0.209820], [-2.204223, -0.354429, 1.668354], [1.268273, -0.572629, 2.288007]], "forces_ev_per_angstrom": [[0.260, -0.264, -0.162], [-1.309, 0.294, -1.329], [-0.329, 0.953, -1.178], [-0.930, -0.687, -0.321], [-0.570, -1.374, 1.978], [0.572, -1.018, -2.682], [0.558, 0.244, -0.239], [-0.079, 0.440, -0.077], [0.915, 0.414, 1.008], [0.298, 0.056, 0.343], [1.029, 1.312, 1.610], [-0.583, -0.261, 1.017], [0.167, -0.109, 0.032]]}